(1)
C16H23Cl5N3NaOP2S | ωB97M-V/def2-TZVPD

Positions of all 52 atoms, in Å:
Na1 0.369 0.260 -1.040
Cl1 5.579 5.274 -0.512
C1 4.125 4.365 -0.712
C2 4.176 3.002 -0.987
Cl2 5.702 2.213 -1.138
C3 3.003 2.280 -1.134
Cl3 3.041 0.592 -1.514
C4 1.707 2.854 -1.019
O1 0.647 2.170 -1.127
C5 1.711 4.255 -0.757
Cl4 0.168 5.009 -0.621
C6 2.876 4.986 -0.602
Cl5 2.798 6.671 -0.258
C7 -3.462 1.400 -1.534
P1 -2.314 0.279 -0.638
C8 -3.442 -1.138 -0.321
C9 -2.372 1.109 1.012
C10 -1.481 0.426 2.051
P2 0.318 0.558 1.634
C11 0.629 2.282 2.178
C12 0.982 -0.350 3.095
H1 -3.676 0.990 -2.521
H2 -2.970 2.365 -1.661
H3 -4.395 1.534 -0.984
H4 -4.383 -0.808 0.124
H5 -2.951 -1.852 0.341
H6 -3.642 -1.640 -1.269
H7 -3.411 1.142 1.352
H8 -2.038 2.139 0.851
H9 -1.722 -0.640 2.118
H10 -1.636 0.864 3.042
H11 0.211 2.465 3.170
H12 0.190 2.970 1.455
H13 1.705 2.462 2.196
H14 0.552 0.026 4.025
H15 2.067 -0.237 3.127
H16 0.753 -1.412 2.994
C13 -1.434 -5.429 -2.386
C14 -1.575 -4.776 -1.005
C15 -0.457 -3.829 -0.725
N1 -0.437 -2.582 -1.016
N2 0.726 -1.942 -0.710
C16 1.610 -2.723 -0.160
N3 2.808 -2.312 0.310
S1 1.049 -4.370 0.010
H17 -2.267 -6.108 -2.568
H18 -0.506 -5.997 -2.453
H19 -1.433 -4.666 -3.164
H20 -1.594 -5.548 -0.234
H21 -2.512 -4.222 -0.952
H22 3.103 -1.372 0.091
H23 3.509 -2.990 0.546

Output
- largest force on an atom (eV Å⁻¹) = 1.87
- E_HOMO (eV) = -7.28
- charge = 0



(2)
C2H5N4 | ωB97M-V/def2-TZVPD

Positions of all 11 atoms, in Å:
C1 -0.573 -1.236 -0.927
C2 -0.258 0.406 0.715
N1 -0.396 1.530 -1.780
N2 1.022 -1.074 1.103
N3 -0.020 -0.878 0.138
N4 0.836 0.103 1.596
H1 -0.607 -2.211 -1.514
H2 -0.175 1.185 -0.215
H3 -1.307 0.711 1.239
H4 -0.064 0.905 -2.511
H5 1.542 0.559 2.156

Output
- energy relative to the best compared isomer or geometry (same formula, charge and spin) (eV) = 11.091
- largest force on an atom (eV Å⁻¹) = 5.13
- E_HOMO (spin up / spin down) (eV) = -13.80 / -13.96
- charge = +1



(3)
C21H20ClN7O | ωB97M-V/def2-TZVPD

Positions of all 50 atoms, in Å:
C1 -0.420 2.983 -6.560
C2 0.503 2.486 -5.507
C3 1.682 3.129 -5.224
N1 2.443 2.594 -4.208
C4 3.704 3.022 -3.814
C5 4.139 2.212 -2.830
C6 3.050 1.273 -2.533
C7 2.053 1.494 -3.456
C8 0.774 0.852 -3.836
N2 0.200 -0.249 -3.182
C9 -1.085 -0.842 -3.626
C10 -1.690 -1.451 -2.365
C11 -0.542 -1.653 -1.397
N3 -0.974 -1.383 -0.024
C12 -0.701 -2.127 1.111
O1 -0.159 -3.230 0.953
C13 -1.116 -1.566 2.428
N4 -1.841 -0.367 2.521
C14 -2.035 -0.215 3.805
N5 -1.342 -1.202 4.530
C15 -1.169 -1.297 5.919
C16 -1.937 -0.551 6.854
C17 -1.764 -0.674 8.261
C18 -0.729 -1.504 8.727
Cl1 -0.262 -1.608 10.399
C19 0.055 -2.234 7.833
C20 -0.170 -2.128 6.463
N6 -0.793 -2.083 3.612
C21 0.593 -0.759 -1.874
N7 0.095 1.342 -4.842
H1 0.124 3.621 -7.237
H2 -1.230 3.547 -6.111
H3 -0.867 2.146 -7.113
H4 1.970 4.030 -5.765
H5 4.306 3.833 -4.233
H6 5.091 2.238 -2.280
H7 3.039 0.434 -1.838
H8 -1.744 -0.086 -4.042
H9 -0.916 -1.627 -4.371
H10 -2.390 -0.733 -1.896
H11 -2.243 -2.391 -2.529
H12 -0.166 -2.668 -1.486
H13 -1.437 -0.487 0.166
H14 -2.527 0.665 4.213
H15 -2.768 0.072 6.512
H16 -2.415 -0.164 8.976
H17 0.884 -2.805 8.227
H18 0.482 -2.642 5.772
H19 0.715 0.103 -1.230
H20 1.530 -1.351 -1.872

Output
- energy relative to the best compared isomer or geometry (same formula, charge and spin) (eV) = 0.206
- largest force on an atom (eV Å⁻¹) = 3.65
- E_HOMO (eV) = -7.18
- structure (SMILES) = Cc1cn2cccc2c(N2CC[C@H](NC(=O)c3ncn(-c4ccc(Cl)cc4)n3)C2)n1
- charge = 0



(4)
C5H10N2O2 | ωB97M-V/def2-TZVPD

Positions of all 19 atoms, in Å:
C1 -0.316 0.945 2.047
C2 -0.278 0.757 0.519
O1 1.044 1.347 0.078
C3 1.382 1.246 -1.122
N1 1.147 0.498 -2.151
O2 0.346 -0.640 -2.240
C4 -0.755 -0.793 -1.331
C5 -0.542 -0.749 0.175
N2 0.402 -1.729 0.660
H1 -1.287 1.095 2.507
H2 0.352 1.836 2.267
H3 0.183 -0.089 2.326
H4 -0.992 1.338 -0.106
H5 2.258 1.924 -1.308
H6 -1.472 -0.102 -1.714
H7 -1.174 -1.784 -1.583
H8 -1.585 -0.944 0.477
H9 0.063 -2.648 0.404
H10 1.224 -1.508 0.096

Output
- energy relative to the best compared isomer or geometry (same formula, charge and spin) (eV) = 4.709
- largest force on an atom (eV Å⁻¹) = 5.85
- E_HOMO (eV) = -8.94
- structure (SMILES) = C[C@H]1OC=NOC[C@H]1N
- charge = 0



(5)
C4H8O2 | ωB97M-V/def2-TZVPD

Positions of all 14 atoms, in Å:
C1 0.850 0.159 -1.082
C2 -0.441 0.123 -0.746
C3 -0.980 -0.404 0.553
C4 -1.433 0.649 -1.718
O1 -2.626 0.686 -1.509
H1 1.635 -0.170 -0.402
H2 1.155 0.554 -2.050
H3 -1.632 0.332 1.035
H4 -0.169 -0.666 1.241
H5 -1.591 -1.296 0.381
H6 -1.009 1.031 -2.674
O2 2.489 -0.262 1.691
H7 1.796 0.348 1.977
H8 2.155 -1.138 1.925

Output
- energy relative to the best compared isomer or geometry (same formula, charge and spin) (eV) = 1.479
- largest force on an atom (eV Å⁻¹) = 0.47
- E_HOMO (eV) = -9.95
- structure (SMILES) = C=C(C)C=O.O
- charge = 0



(6)
C3H3NO2S2 | ωB97M-V/def2-TZVPD

Positions of all 11 atoms, in Å:
C1 -0.052 0.493 0.069
C2 -0.781 -1.482 -1.455
C3 -0.081 1.878 0.599
N1 0.526 -0.474 0.444
O1 1.610 -2.290 -0.854
O2 -0.243 -2.820 0.786
S1 -1.081 0.055 -1.452
S2 0.368 -1.996 -0.209
H1 -0.123 1.653 1.693
H2 -0.851 2.516 0.059
H3 0.707 2.468 0.320

Output
- energy relative to the best compared isomer or geometry (same formula, charge and spin) (eV) = 3.897
- largest force on an atom (eV Å⁻¹) = 5.71
- E_HOMO (eV) = -10.04
- charge = 0